The following is a quantum chemistry calculation of a 7-piece molecular cluster, C16H45BClN14O11P overall at a distorted geometry, from the Open Molecules 2025 dataset.

Geometry as XYZ:
```
89
Properties=species:S:1:pos:R:3
C -0.05413 -3.41915 1.97253
B -0.79403 -2.09118 1.58687
O -2.11464 -1.96268 1.93063
C -0.19565 -0.78370 0.85083
O 0.51974 0.12721 1.69331
C 1.33735 -0.49304 2.63793
Cl 2.59163 0.67360 3.15188
C 0.62513 -1.08837 -0.40976
O -0.34434 -1.89233 -1.25205
C -0.92747 -1.36167 -2.25815
N -1.54453 -0.88202 -3.10441
O 1.67437 -1.89992 -0.08614
C 2.62916 -2.21284 -1.12135
C 2.12444 -3.21887 -2.17798
C 2.23821 -2.71986 -3.62612
C 1.17605 -3.35421 -4.52650
C 3.63223 -2.99869 -4.19383
P 1.19151 0.48918 -1.39263
N 2.58007 0.85038 -0.50868
O 0.22089 1.69853 -0.89021
H -0.49251 -4.29031 1.48020
H -0.23094 -3.58681 3.03991
H 1.02089 -3.41513 1.82100
H -2.47634 -2.83095 2.15214
H -1.07250 -0.23265 0.50012
H 1.87143 -1.34976 2.23794
H 0.78939 -0.74739 3.54675
H 3.47865 -2.63914 -0.59614
H 3.00603 -1.31355 -1.60441
H 1.10823 -3.53416 -1.95557
H 2.74785 -4.11365 -2.10438
H 2.09605 -1.63595 -3.66909
H 1.26853 -4.44272 -4.50513
H 0.17433 -3.06150 -4.21155
H 1.33264 -3.03162 -5.55731
H 3.66510 -4.00190 -4.62703
H 3.89789 -2.27984 -4.97024
H 4.39718 -2.93752 -3.41962
H 2.77675 0.29953 0.31577
H 3.39118 0.92289 -1.10816
H -0.74856 1.59174 -0.97010
N -4.85609 2.77387 -1.69228
C -3.82433 1.87588 -1.69734
N -3.79996 0.99191 -2.72410
O -2.96605 1.86415 -0.81933
H -5.56327 2.79538 -2.40111
H -4.89506 3.45119 -0.94520
H -3.02563 0.34491 -2.68759
H -4.46903 0.95392 -3.46767
N 6.33896 -0.21167 -2.66156
C 6.59954 -1.11972 -1.68119
N 7.82605 -1.01005 -1.08354
O 5.79214 -1.97293 -1.33943
H 6.99020 0.49503 -2.94492
H 5.43096 -0.23872 -3.10346
H 8.04102 -1.66278 -0.35402
H 8.50410 -0.31861 -1.33894
N -0.49723 -5.80344 6.37151
C -1.48991 -5.72277 5.43529
N -2.74087 -6.05587 5.87591
O -1.27276 -5.37792 4.28650
H -0.65207 -6.08426 7.32053
H 0.43119 -5.56714 6.07583
H -3.48892 -6.00762 5.21052
H -2.93932 -6.34181 6.81524
N 2.72269 1.34708 -5.96023
C 2.97589 1.50783 -4.62896
N 2.40195 2.59496 -4.04610
O 3.67094 0.71162 -4.00873
H 2.14921 1.97342 -6.49156
H 3.12511 0.54759 -6.41195
H 2.54347 2.71673 -3.06068
H 1.81315 3.24163 -4.53470
N -5.19249 2.46799 1.95019
C -5.36231 3.78955 2.22544
N -5.31848 4.13785 3.54381
O -5.54395 4.61970 1.34353
H -5.03830 1.76420 2.64596
H -5.22169 2.20006 0.98351
H -5.43088 5.10791 3.77210
H -5.17089 3.48596 4.29002
N -3.82140 9.20416 5.32523
C -4.86501 8.34911 5.09895
N -5.32555 8.31110 3.81251
O -5.34917 7.66184 5.98079
H -3.40730 9.77297 4.61233
H -3.46123 9.24844 6.25954
H -6.09105 7.69227 3.62139
H -4.94069 8.85114 3.06160
```

The HOMO energy comes out at -0.288 hartree.

Formally, the Löwdin partial charges of the atoms, in units of the elementary charge, are as follows: number 1, C, carries 0.010; number 2, B, carries -0.439; number 3, O, carries 0.160; number 4, C, carries -0.171; number 5, O, carries -0.149; number 6, C, carries -0.607; number 7, Cl, carries 0.604; number 8, C, carries -0.463; number 9, O, carries 0.032; number 10, C, carries -0.374; number 11, N, carries 0.178; number 12, O, carries -0.090; number 13, C, carries -0.156; number 14, C, carries -0.127; number 15, C, carries -0.432; number 16, C, carries -0.076; number 17, C, carries -0.071; number 18, P, carries 0.907; number 19, N, carries -0.114; number 20, O, carries -0.274; number 21, H, carries 0.083; number 22, H, carries 0.055; number 23, H, carries 0.057; number 24, H, carries 0.108; number 25, H, carries 0.145; number 26, H, carries 0.073; number 27, H, carries 0.092; number 28, H, carries 0.115; number 29, H, carries 0.077; number 30, H, carries 0.106; number 31, H, carries 0.120; number 32, H, carries 0.106; number 33, H, carries 0.081; number 34, H, carries 0.057; number 35, H, carries 0.077; number 36, H, carries 0.078; number 37, H, carries 0.069; number 38, H, carries 0.063; number 39, H, carries 0.023; number 40, H, carries 0.026; number 41, H, carries 0.030; number 42, N, carries 0.157; number 43, C, carries -0.672; number 44, N, carries 0.160; number 45, O, carries 0.005; number 46, H, carries 0.093; number 47, H, carries 0.083; number 48, H, carries 0.024; number 49, H, carries 0.096; number 50, N, carries 0.168; number 51, C, carries -0.671; number 52, N, carries 0.145; number 53, O, carries 0.014; number 54, H, carries 0.094; number 55, H, carries 0.063; number 56, H, carries 0.099; number 57, H, carries 0.089; number 58, N, carries 0.150; number 59, C, carries -0.674; number 60, N, carries 0.148; number 61, O, carries 0.022; number 62, H, carries 0.092; number 63, H, carries 0.104; number 64, H, carries 0.102; number 65, H, carries 0.091; number 66, N, carries 0.159; number 67, C, carries -0.674; number 68, N, carries 0.164; number 69, O, carries -0.014; number 70, H, carries 0.094; number 71, H, carries 0.102; number 72, H, carries 0.088; number 73, H, carries 0.099; number 74, N, carries 0.166; number 75, C, carries -0.680; number 76, N, carries 0.157; number 77, O, carries 0.002; number 78, H, carries 0.097; number 79, H, carries 0.078; number 80, H, carries 0.086; number 81, H, carries 0.095; number 82, N, carries 0.146; number 83, C, carries -0.690; number 84, N, carries 0.150; number 85, O, carries 0.017; number 86, H, carries 0.090; number 87, H, carries 0.101; number 88, H, carries 0.098; number 89, H, carries 0.093